1.
84
Properties=species:S:1:pos:R:3:lowdin_charge:R:1 method="wB97M-V/def2-TZVPD" orbital_gap_ev=7.10 smiles="CCCCCCCCc1c(CCC(=O)O)cc2c(c1CCCCl)C(=O)c1c(cc(CCCI)c(COC(C)=O)c1Cl)C2=O" total_charge=0 max_force_ha_per_bohr=0.1762 e_tot_ha=-2988.6613
I -1.09260 6.04022 2.62137 0.6336
Cl 2.36279 2.71227 -3.75226 0.5591
Cl 0.62828 -3.51430 -6.29045 0.4165
O 5.09691 5.75037 -3.56132 -0.0131
O 4.64273 0.13951 2.31989 -0.0337
O 0.23180 -6.01899 4.96302 -0.0126
O 3.48266 6.89580 -2.12786 -0.1293
O 0.21599 -7.95673 3.52664 -0.0260
O 3.49146 -0.22927 -2.87678 -0.0490
C 0.62326 5.63312 1.25475 -0.6295
C 0.41323 -3.11744 -0.12399 -0.0257
C 0.20173 -4.15788 -4.56937 -0.5537
C 1.30725 -3.66549 -3.46293 -0.2343
C 3.58247 3.23839 1.29741 0.0588
C 1.96284 6.16041 2.04003 -0.3103
C 3.28086 4.59474 0.36631 -0.0826
C 2.61263 -0.87992 0.94197 -0.0259
C -5.01186 -1.07378 0.08648 -0.2241
C -4.58724 -2.64458 -0.24575 -0.2243
C -0.72912 -4.21546 -0.64548 -0.1595
C -3.09339 -2.80126 -0.91084 -0.2210
C 0.19606 -5.54574 2.34337 -0.1165
C 3.47104 1.76564 0.58187 -0.0105
C 3.69438 0.31601 1.38573 -0.1920
C 6.05596 7.07980 -1.47226 -0.0007
C -6.19291 -1.03500 1.22703 -0.2582
C 2.22155 -1.00324 -0.67958 0.0272
C -7.18660 0.26985 1.14727 -0.2623
C 3.08972 1.63929 -1.04157 -0.0238
C 4.85415 6.49471 -2.47772 -0.2816
C 0.23308 -6.47102 3.69632 -0.2587
C 2.79654 2.98356 -1.95080 -0.3769
C -8.11166 0.22058 2.53918 -0.1612
C 0.75186 -2.20741 -2.86062 -0.1658
C 0.82229 -2.99168 1.48949 -0.0644
C 2.53276 5.77518 -2.20175 -0.1656
C 2.88680 4.49531 -1.24080 -0.0435
C 0.13657 -3.94094 2.67562 -0.1791
C 3.35849 6.03015 1.15427 -0.1791
C 1.12343 -2.11643 -1.25946 -0.0249
C 2.97970 0.09882 -1.68339 -0.2027
C 1.92601 -1.87048 2.05362 0.0519
C -2.19633 -3.80235 0.02864 -0.2115
H -2.59108 -1.74165 -1.01850 0.1145
H -0.89374 -4.19717 -1.80385 0.0893
H 2.12312 5.53729 3.04350 0.1169
H -7.96265 0.23392 0.25790 0.1080
H -0.96589 -3.60711 2.94243 0.1215
H -5.71716 -1.02478 2.32055 0.1237
H -0.45203 -5.32935 -0.36137 0.1041
H 1.34069 -4.46190 -2.57771 0.1110
H -0.89383 -3.75983 -4.32979 0.0792
H -5.46001 -3.05749 -0.94467 0.1212
H 3.83596 3.36952 2.43383 0.1123
H -5.42588 -0.51725 -0.88458 0.1203
H 2.22031 -1.75528 3.18264 0.1104
H 5.52327 7.51989 -0.51248 0.0773
H 2.38271 5.52139 -3.33586 0.1195
H -2.05219 -3.27720 1.07848 0.1072
H 0.76576 -3.78836 3.67857 0.1228
H -4.08104 -0.41977 0.44816 0.1192
H 0.09359 -5.32886 -4.66979 0.0869
H 1.23287 -1.36709 -3.52278 0.1158
H -8.02594 -0.87228 2.99606 0.0728
H -0.81276 -5.80992 1.76625 0.1168
H 4.22952 5.92036 1.96147 0.1259
H 2.40680 -3.59099 -3.86607 0.1245
H 1.11161 -5.70908 1.61210 0.1441
H -7.73208 0.95882 3.36465 0.0712
H -6.62418 1.31000 1.12931 0.1113
H -2.83168 -4.79159 0.17643 0.1199
H 6.76362 6.17356 -1.25484 0.1059
H -4.62600 -3.30863 0.73412 0.1091
H 1.80340 7.29714 2.28259 0.1042
H -6.89668 -1.99122 1.13580 0.1220
H 0.58120 4.47882 1.06032 0.0597
H 3.57753 6.96042 0.47932 0.0988
H -9.24331 0.44817 2.33427 0.0697
H 1.48561 6.19936 -1.81867 0.1379
H -0.43304 -2.11158 -2.96323 0.1149
H 0.42594 6.26388 0.26996 0.0613
H 6.55842 7.98201 -2.02251 0.0978
H -3.26726 -3.22772 -2.01183 0.1182
H -0.53907 -8.20276 2.90448 0.1192


2.
16
Properties=species:S:1:pos:R:3:lowdin_charge:R:1 method="wB97M-V/def2-TZVPD" orbital_gap_ev="2.91 / 7.16" spin_multiplicity=2 s2=0.750 total_charge=-3 max_force_ha_per_bohr=0.0612 e_tot_ha=-1775.9757
Ag 0.74744 1.17070 -2.20648 0.2587
Cl -0.31727 3.20280 -0.44868 -0.7188
Cl 0.49069 0.82200 -4.85750 -0.7219
Cl 3.30753 1.41912 -1.34298 -0.6487
O -0.51446 -0.59763 -1.12009 -0.1546
N 0.06659 -0.68407 1.13344 -0.0176
C -2.17110 -0.24448 0.68661 -0.2435
C 1.46217 -0.80648 0.93862 -0.2391
C -0.79631 -0.60134 0.12499 -0.5984
H 1.75190 -0.96967 -0.09943 0.0490
H 1.76440 -1.67113 1.52950 -0.0008
H -2.19513 0.82861 0.49688 0.0412
H -3.02351 -0.72589 0.20731 0.0271
H -2.23798 -0.46235 1.75252 -0.0615
H 2.03960 0.08925 1.16741 0.0495
H -0.37461 -0.76951 2.03795 -0.0204


3.
118
Properties=species:S:1:pos:R:3:lowdin_charge:R:1 method="wB97M-V/def2-TZVPD" orbital_gap_ev=7.34 de_lowest_ev=0.0000 total_charge=+1 max_force_ha_per_bohr=0.0393 e_tot_ha=-4658.6296
Zn 0.20870 -2.52338 -2.44241 0.6816
F 0.73355 -0.65232 1.43819 0.1646
F 0.96037 0.17476 -0.64633 0.1235
F -1.11439 -0.31184 0.13412 0.1219
F 0.28866 -2.02858 -0.42247 0.0762
O -0.00798 -0.83200 -3.47931 -0.0089
O 1.05782 1.58366 5.55728 -0.2038
O -2.64040 -3.47647 3.51562 0.0242
O 4.69435 1.80666 2.62075 0.0226
O 0.13287 -4.50027 -1.71107 -0.0044
O -1.17905 5.70380 -0.67363 -0.1783
O -4.40833 2.06506 -2.00719 -0.1519
O -1.62571 5.05827 5.52939 -0.2044
O 0.10712 -3.53045 -4.28889 -0.2738
O -1.80782 -2.50258 -2.21854 -0.0114
O 4.83757 -1.14387 -3.63480 -0.1927
N -0.12720 1.41329 -3.01368 0.2233
N -0.64348 0.63578 -5.09246 0.1879
N -0.72255 -6.54973 -1.22049 0.1911
N -0.92641 -3.55083 2.07345 0.1544
N -3.86866 -3.51112 -2.32301 0.1867
N -1.42346 2.47496 0.16359 -0.0417
N 2.55950 1.59717 1.88486 0.1729
N -3.28888 -2.28856 -0.50507 0.2219
N 4.11820 0.01433 1.33012 0.1633
N 0.72984 -5.56116 0.22645 0.1892
N -2.01511 2.30935 5.41950 -0.0338
N -1.64276 -1.50326 2.81279 0.1860
N 2.28417 -2.72120 -2.62309 -0.0634
C 3.10869 -1.59738 -2.07395 -0.1523
C -0.11968 6.29420 -1.35468 -0.1327
C -0.98845 -4.27647 -4.77667 -0.0575
C -2.92795 -2.73601 -1.72249 -0.5770
C -1.80576 -2.85756 2.86637 -0.6693
C 6.10324 -1.44683 -4.20795 -0.0786
C 0.03515 -5.46136 -0.93585 -0.5867
C 2.38887 -2.87939 -4.09326 -0.1524
C -0.39185 3.51309 0.20994 -0.2072
C -1.06719 1.80789 4.41788 -0.2211
C 1.45228 -3.97689 -4.53952 -0.1495
C -2.38694 2.79450 -0.91724 -0.1891
C -5.08797 0.98493 -2.57275 -0.1336
C -1.15247 6.06521 4.66354 -0.0931
C -0.65147 4.26407 6.16622 -0.2278
C -3.23093 1.63222 -1.35892 -0.2323
C 4.59750 -1.67818 -2.36842 -0.2286
C 3.84658 1.16346 2.01014 -0.6773
C 2.18514 0.78123 5.83013 -0.1002
C -1.35404 2.95205 6.58315 -0.1746
C -0.20747 0.34997 -3.82211 -0.5650
C 0.04617 0.87513 4.86621 -0.2362
C -0.84429 4.93839 0.46011 -0.2238
B 0.22737 -0.70461 0.16302 -1.2701
H -0.28245 2.30271 -3.44734 0.1194
H -5.07984 0.09553 -1.92641 0.0742
H -2.20973 -1.00452 3.47913 0.1108
H -1.89508 3.38074 -1.70578 0.1078
H -0.46750 6.78532 -2.26606 0.0886
H -2.39128 3.14531 4.97519 0.0884
H -1.02190 1.54259 0.11622 0.0579
H -1.83935 -3.60331 -4.68748 0.0863
H 5.09137 -1.07319 -1.59293 0.1280
H 2.65934 -0.66008 -2.39911 0.1262
H 3.37769 -0.44908 0.84355 0.0598
H -1.21643 -6.55947 -2.09504 0.1066
H -0.97872 1.55141 -5.32131 0.1081
H 0.41319 0.55229 3.87965 0.0995
H -0.84291 -0.12305 -5.71720 0.1121
H 2.88880 0.80708 4.99256 0.0791
H -6.08925 1.29147 -2.86148 0.0920
H 5.06469 -0.31472 1.32927 0.1041
H -2.98536 3.57076 -0.42725 0.1254
H -1.60150 1.29997 3.60905 0.0985
H 1.92734 1.08030 1.29892 0.0520
H 1.47929 -4.94767 -4.03489 0.1339
H -0.63404 2.28575 7.05046 0.1053
H 0.52406 -6.33584 0.82926 0.1140
H -0.91836 5.67629 3.66182 0.0689
H -0.82595 -4.38875 -5.85373 0.1046
H -0.29532 0.01639 5.45286 0.1297
H 6.90068 -1.10909 -3.53925 0.0952
H 0.52289 7.02039 -0.84833 0.0917
H 3.39881 -3.10037 -4.44657 0.1308
H 1.51708 -4.96258 0.39342 0.1202
H -4.82455 -3.33811 -2.06479 0.1118
H -0.30128 -3.05799 1.47088 0.0521
H -1.17890 -5.24392 -4.31062 0.0915
H 0.19232 3.50179 -0.72459 0.1056
H 2.29995 2.49306 2.24997 0.1038
H -4.07697 -2.60770 0.02711 0.1279
H 0.55975 5.54370 -1.79187 0.0770
H -2.62455 1.03718 -2.06116 0.1055
H -2.57996 -1.75552 -0.02764 0.0823
H 0.27402 3.23072 1.02831 0.1017
H 2.80077 -3.50209 -2.22131 0.1305
H -0.96041 -1.04769 2.23585 0.0495
H -3.45324 0.93386 -0.54705 0.1215
H -0.13296 4.71008 7.02605 0.1248
H 2.00585 -0.25265 6.14304 0.0886
H 6.17425 -0.77665 -5.06356 0.0941
H -0.53215 2.60279 3.87238 0.1105
H 2.66170 1.23309 6.70449 0.0909
H 6.20758 -2.48976 -4.50664 0.0899
H 0.25495 1.29156 -2.08920 0.0923
H -3.71200 -3.92401 -3.22398 0.0987
H 2.98176 -1.63455 -0.99114 0.1048
H -2.06992 3.21119 7.36347 0.1147
H 1.61817 -4.16366 -5.60540 0.1378
H -0.11953 5.48149 1.07804 0.1188
H -0.87649 -4.53648 2.22625 0.0847
H -4.63610 0.54680 -3.48008 0.0814
H -2.02417 6.68820 4.45856 0.0920
H -0.29206 6.57809 5.09202 0.0929
H -0.47868 -7.43413 -0.81430 0.1131
H 0.18583 4.10267 5.47571 0.1056
H 4.98147 -2.69518 -2.19589 0.1355
H -1.71514 4.94212 1.12344 0.1280
H 2.15536 -1.89202 -4.49419 0.1341


4.
15
Properties=species:S:1:pos:R:3:lowdin_charge:R:1 method="wB97M-V/def2-TZVPD" orbital_gap_ev=8.80 smiles="C=CS/C=N/NC" de_lowest_ev=5.2169 total_charge=0 max_force_ha_per_bohr=0.1036 e_tot_ha=-664.7411
S 1.60840 -1.25462 -0.19986 0.9572
N -1.74498 0.55592 -0.31755 -0.1399
N -0.30012 0.58881 -0.40398 -0.0242
C 2.14096 0.30487 -0.02035 -0.5975
C -0.00574 -0.60174 -0.22676 -0.5388
C -2.67364 -0.45133 0.10974 -0.1572
C 3.47650 0.64991 0.04559 -0.0586
H -1.86029 1.30852 0.34627 0.1012
H 1.25907 0.88960 -0.30693 0.0154
H 4.22097 -0.24741 0.28593 0.0958
H -2.53604 -0.82023 1.15225 0.0930
H -0.72483 -1.40720 -0.01382 0.0690
H 3.59168 1.71086 -0.04086 0.0314
H -3.67704 0.03905 0.12052 0.1021
H -2.77490 -1.26502 -0.53018 0.0513


5.
44
Properties=species:S:1:pos:R:3:lowdin_charge:R:1 method="wB97M-V/def2-TZVPD" orbital_gap_ev=8.87 smiles="CCOC(=O)c1sc(NC(=O)[C@@H](CC)Sc2nccn2C)nc1C" de_lowest_ev=0.7685 total_charge=0 max_force_ha_per_bohr=0.0209 e_tot_ha=-1824.7677
S 1.22428 -1.11439 -3.68049 1.0273
S -1.15589 -0.00827 0.59830 1.1928
O -2.12239 -1.02654 3.03623 -0.0559
O -0.99314 0.23447 4.51542 0.1026
O -1.29661 -0.35477 -1.90880 -0.0191
N 0.61339 1.86166 0.81681 0.1154
N 1.75854 -1.68951 -1.07120 -0.1214
N 2.80239 0.11596 -1.81874 0.0663
N 0.17470 1.26201 -1.39429 0.1320
C 0.90330 1.60950 -4.15571 -0.2789
C 0.13436 0.38878 -3.67630 -0.4549
C 3.09935 -0.05658 -0.50779 -0.1432
C 2.00201 -0.87617 -2.12956 -0.6668
C -0.66412 0.53347 2.18205 -0.3515
C 0.27850 1.53248 2.08678 -0.3454
C 0.87968 -2.82543 -1.05246 -0.0346
C -3.68420 -2.76048 3.53292 -0.0627
C 0.02261 2.85440 -4.20901 -0.0902
C -1.24705 -0.06668 3.37104 -0.5169
C -2.78144 -1.68884 4.11353 -0.2253
C -0.42280 0.40593 -2.27480 -0.5330
C 0.93270 2.24277 3.21455 -0.0101
C 2.46499 -1.16955 -0.02881 -0.0675
C -0.03670 1.15140 -0.04722 -0.5568
H -2.02507 -2.11808 4.78105 0.1281
H -0.38465 3.10091 -3.23124 0.0685
H 1.19513 -3.55929 -1.79543 0.0910
H -0.80913 2.69943 -4.89273 0.0784
H 0.56451 1.86060 4.16078 0.0672
H -4.20571 -3.27328 4.33581 0.0771
H 0.60208 3.70290 -4.56326 0.0760
H 2.01093 2.10772 3.15196 0.0847
H 0.72708 3.30899 3.14009 0.0874
H 1.27573 1.38988 -5.15865 0.1106
H 2.46002 -1.61829 0.94286 0.1185
H -0.14061 -2.50841 -1.28197 0.0768
H 1.77933 1.76912 -3.52169 0.0921
H 0.90134 -3.27604 -0.06273 0.0963
H -0.66985 0.12417 -4.36669 0.1211
H 0.95563 1.84361 -1.67139 0.1405
H -3.09661 -3.48136 2.97088 0.0766
H -4.41216 -2.31127 2.86298 0.0780
H 3.74026 0.63245 0.00229 0.0996
H -3.35470 -0.94938 4.68461 0.1298


6.
21
Properties=species:S:1:pos:R:3:lowdin_charge:R:1 method="wB97M-V/def2-TZVPD" orbital_gap_ev=7.10 smiles="C/C(CS)=C1/SCC[N+]1=C=O" de_lowest_ev=0.3070 total_charge=+1 max_force_ha_per_bohr=0.0899 e_tot_ha=-1198.7521
S -3.13880 -0.61571 1.24478 0.7175
S -0.42456 2.09612 -0.15522 1.0356
O 2.75040 -1.17808 1.51378 0.3460
N 1.39193 0.42822 0.35749 -0.0116
C 2.12811 1.65562 0.00383 -0.1227
C -0.01254 0.44979 -0.02987 -0.4871
C 2.01111 -0.52046 0.91803 -0.0913
C -0.29751 -1.97068 0.07570 -0.0392
C 1.23328 2.83174 0.36052 -0.2870
C -2.22753 -0.48664 -0.36206 -0.5216
C -0.84913 -0.62590 -0.06841 -0.4405
H 3.05972 1.65199 0.49364 0.1314
H 2.20635 1.52110 -1.08199 0.1557
H 1.23709 3.77575 -0.27137 0.1243
H -2.70278 -1.34140 -0.92615 0.1015
H 1.16669 3.07703 1.33798 0.0424
H 0.80870 -1.98950 -0.17759 0.0927
H -3.94400 0.53198 1.01900 -0.0790
H -0.61711 -2.68477 -0.78805 0.1463
H -0.41668 -2.49771 1.01140 0.0998
H -2.57111 0.47694 -0.82758 0.0869